17
Properties=species:S:1:pos:R:3:forces:R:3:mulliken_charge:R:1 method="wB97M-V/def2-TZVPD" homo_ev=-10.03 gap_ev=10.50 de_lowest_kj_mol=142.2 lumo_ha=0.01724 largest_force_ha_per_bohr=0.0745 smiles="CP(C)(N)=O.N=C=O" total_charge=0
C 2.64212 2.78761 0.44123 -0.87 -2.11 -1.60 0.5366
C -0.16468 -1.03215 -1.65317 0.13 2.89 0.93 -0.9756
C -1.52113 -1.84470 0.85402 -0.59 1.64 1.36 -1.0730
N 2.22810 1.85210 -0.21513 0.19 0.17 0.60 -0.4949
N -0.85297 1.12222 0.11026 -2.47 -1.86 -1.13 -0.5648
O 3.04742 3.76105 0.89305 0.71 1.69 1.06 -0.4194
O 0.86051 -0.53240 0.79826 0.90 -0.10 1.08 -0.8094
P -0.46571 -0.51774 0.14319 2.88 -0.93 -2.35 0.9047
H 0.57873 -0.23937 -2.15287 -1.83 -1.69 1.22 0.2707
H 0.36435 -1.98908 -1.54430 -0.78 0.03 -0.50 0.3177
H -1.20073 -0.92419 -2.05440 1.02 -0.90 -0.64 0.3449
H -0.97749 -2.25572 1.70387 0.45 0.22 -0.07 0.3404
H -2.34504 -1.28887 1.34922 -0.17 -0.74 -0.48 0.3207
H -1.82394 -2.70351 0.27580 -0.30 0.30 -0.67 0.3600
H -1.85353 1.29748 0.01111 0.37 0.54 0.10 0.2573
H 1.91689 0.94383 0.15577 0.01 0.13 0.02 0.4124
H -0.43289 1.56344 0.88409 0.37 0.72 1.08 0.2717

82
Properties=species:S:1:pos:R:3:forces:R:3:mulliken_charge:R:1 method="wB97M-V/def2-TZVPD" homo_ev="-14.31 / -14.31" gap_ev="7.09 / 7.09" lumo_ha="-0.26556 / -0.26553" largest_force_ha_per_bohr=0.0509 total_charge=+2
Ti -1.16178 -0.17621 0.59474 0.81 -1.49 -1.08 -1.4808
C -2.23380 -0.84807 2.46848 -0.95 0.33 -0.98 1.0441
C -2.80737 0.40631 2.00333 -0.29 -1.36 -0.75 0.5533
C -3.25997 -1.24581 0.40974 0.56 0.58 0.91 0.3296
C -2.53029 -1.85800 1.48798 -0.27 1.13 -0.06 0.4488
C -3.41981 0.15430 0.70736 0.58 -0.70 1.19 0.7614
C -1.55301 -1.08291 3.76480 0.32 -0.35 0.50 -1.6171
H -1.08159 -0.18438 4.16107 -0.09 -0.01 0.05 0.3560
H -0.77822 -1.85453 3.67428 -0.15 0.17 0.04 0.4542
H -2.26603 -1.44240 4.51648 0.06 0.11 -0.11 0.3397
C -2.15640 -3.29083 1.55100 0.34 -0.39 -0.04 -1.3130
H -1.69367 -3.53257 2.51057 -0.21 -0.10 -0.09 0.3602
H -1.42550 -3.52148 0.76500 -0.29 -0.05 0.23 0.0799
H -3.03156 -3.92939 1.38580 0.11 0.11 0.16 0.3926
C -3.76068 -1.95637 -0.78647 0.01 -0.42 -0.39 -1.3047
H -4.31640 -2.86111 -0.49427 0.06 0.35 -0.10 0.4007
H -2.91987 -2.28386 -1.41143 -0.28 -0.01 0.16 0.0112
H -4.39373 -1.31459 -1.39530 -0.14 -0.08 0.05 0.3559
C -4.16755 1.13569 -0.11071 -0.40 0.35 -0.53 -1.6051
H -5.23883 1.08450 0.11628 0.13 0.04 0.03 0.3565
H -4.06753 0.93819 -1.18492 0.00 0.01 0.22 0.4319
H -3.84453 2.16314 0.06727 -0.05 -0.07 0.05 0.3380
C -2.84463 1.69782 2.74170 0.16 0.51 0.24 -1.3637
H -3.78282 1.76364 3.31950 0.34 0.03 -0.19 0.3545
H -2.81557 2.56434 2.05763 -0.05 -0.30 0.32 0.3330
H -2.00905 1.78999 3.45651 -0.39 0.01 -0.22 0.3242
C 3.85963 1.87746 0.46551 0.48 0.03 1.03 -0.0433
C 3.50882 2.40740 1.65174 1.52 -0.35 -0.38 -0.5462
C 3.48318 3.88377 1.91494 0.01 0.30 0.61 -0.9737
C 2.95868 4.77134 0.77288 0.41 0.54 0.17 -1.0606
C 1.88009 4.17006 -0.08698 0.27 0.28 -0.84 0.1071
C 2.12725 3.56550 -1.26586 -0.10 1.32 0.53 -0.6030
C 3.49086 3.18657 -1.73042 0.68 -0.20 -0.59 -1.2511
C 4.47449 2.66286 -0.64833 0.15 0.34 -0.65 -1.0658
H 4.49414 4.23633 2.18247 -0.23 -0.18 -0.02 0.3434
H 3.81758 5.11906 0.16956 -0.58 -0.26 0.05 0.3254
H 2.88214 4.08044 2.81411 0.08 -0.16 -0.13 0.3967
H 5.06977 3.50648 -0.26358 -0.31 -0.42 0.07 0.3126
H 3.86742 0.79236 0.32867 0.18 0.42 0.23 0.2793
H 3.48584 1.76547 2.54533 -0.30 0.20 -0.57 1.0039
H 5.20136 2.00898 -1.16013 -0.25 0.25 0.20 0.4557
H 3.39843 2.40840 -2.50349 -0.09 0.19 0.11 0.3175
H 1.34535 3.42577 -2.01818 0.06 -0.27 0.44 1.0601
H 3.98196 4.02971 -2.24888 -0.24 -0.21 0.13 0.4671
H 2.55459 5.69475 1.23157 0.14 -0.44 -0.24 0.4537
H 0.86674 4.37404 0.26390 0.13 -0.01 -0.29 0.3225
P 1.20490 -0.21389 1.03771 -1.33 0.12 0.21 1.3853
C 2.53958 -1.38835 1.03111 0.69 -0.80 -0.11 -1.0618
C 1.05486 0.83784 2.51871 0.43 0.66 0.13 -0.7841
P -0.50375 1.35337 -1.18674 -0.37 -0.47 0.32 1.5012
C 1.18226 0.97331 -0.40070 -0.45 0.05 0.25 0.8278
C -1.09361 3.05304 -0.98335 0.21 0.64 0.24 -1.2037
C -0.42671 0.91605 -2.92421 0.04 -0.15 -0.52 -1.2858
H 2.21602 -2.23950 0.40811 0.04 0.31 0.22 0.2268
H 2.73096 -1.76247 2.05163 -0.19 0.23 -0.35 0.4435
H 3.48172 -1.00746 0.62056 -0.30 -0.04 0.19 0.4215
H 1.62811 1.76164 2.41392 -0.18 -0.28 0.10 -0.0392
H 1.42679 0.28612 3.39011 -0.23 0.09 -0.09 0.5947
H 0.02285 1.17295 2.72354 0.02 -0.43 -0.17 -0.2818
H 0.50024 1.27069 -3.38797 -0.18 0.02 0.05 0.4150
H -1.28859 1.34404 -3.45612 0.25 -0.05 0.21 0.4593
H -0.48025 -0.17593 -2.99951 0.09 0.22 0.02 0.2904
H 1.86878 0.63291 -1.18335 -0.22 -0.08 0.06 0.7327
H 1.58403 1.89153 0.02719 -0.11 -0.03 -0.24 -1.5075
H -1.94919 3.22015 -1.65376 0.20 -0.28 0.15 0.4793
H -0.33613 3.80941 -1.20037 -0.32 -0.12 -0.05 0.5244
H -1.44260 3.20435 0.05184 0.13 -0.06 -0.36 0.2415
C -2.20906 -5.11848 -2.41149 0.01 0.35 0.14 -0.9335
Si -0.48439 -4.37197 -2.26351 0.02 -1.42 -0.66 -0.0856
C 0.58944 -5.57957 -1.30021 0.00 0.34 0.15 -1.0327
C 0.22570 -4.12529 -3.97957 -0.01 0.38 0.20 -1.0427
C -0.54782 -2.75630 -1.35338 0.53 2.34 1.05 -0.4113
C -0.52711 -1.67423 -0.72537 -0.76 -1.47 -0.63 0.4823
H -2.14610 -6.09658 -2.91636 0.05 0.35 0.17 0.3801
H -2.87026 -4.47206 -3.00588 0.07 -0.20 0.14 0.3168
H -2.66500 -5.27501 -1.42347 0.04 0.00 -0.25 0.2870
H 0.51935 -6.57889 -1.75583 0.00 0.31 0.12 0.3620
H 1.64338 -5.27078 -1.30865 -0.20 -0.12 0.03 0.3291
H 0.25618 -5.65059 -0.25560 0.12 -0.09 -0.20 0.3332
H -0.44184 -3.50730 -4.59453 0.18 -0.15 0.04 0.3294
H 1.21039 -3.64024 -3.93443 -0.20 -0.14 -0.10 0.3320
H 0.33874 -5.10467 -4.46133 -0.03 0.20 0.09 0.3320

45
Properties=species:S:1:pos:R:3:forces:R:3:mulliken_charge:R:1 method="wB97M-V/def2-TZVPD" homo_ev=-8.06 gap_ev=8.84 de_lowest_kj_mol=122.0 lumo_ha=0.02861 largest_force_ha_per_bohr=0.0123 smiles="CC1(C)CC(=O)C(/C=N/CCN2CCNCC2)=C(O)C1" total_charge=0
C 2.06081 -5.21247 0.73192 -0.19 0.23 -0.03 -2.1025
H 1.65323 -6.21260 0.60629 -0.04 -0.14 -0.01 0.4292
H 2.58349 -5.17393 1.68496 0.09 -0.02 0.12 0.4314
H 2.78269 -5.03586 -0.06256 0.10 0.01 -0.10 0.4252
C 0.94013 -4.17170 0.69421 0.13 -0.04 -0.02 1.7602
C -0.05837 -4.46390 1.81592 0.10 0.05 -0.15 -1.8117
H -0.49239 -5.45235 1.68531 -0.06 -0.12 0.00 0.4337
H 0.43683 -4.43247 2.78394 0.04 0.00 0.13 0.4319
H -0.86519 -3.73532 1.81750 -0.12 0.03 0.08 0.4090
C 0.23547 -4.21718 -0.66349 -0.11 -0.11 0.04 -1.0550
C -0.82967 -3.15064 -0.83306 0.41 -0.18 0.13 0.3026
O -1.81480 -3.34666 -1.51795 -0.13 0.02 -0.05 -0.6753
C -0.57441 -1.88031 -0.15936 -0.03 0.19 0.04 0.1512
C 0.52908 -1.68965 0.63651 -0.03 -0.06 -0.11 0.6390
O 0.77546 -0.55085 1.24020 0.18 -0.16 0.03 -0.6685
H 0.02531 0.09691 0.99613 -0.17 -0.04 -0.09 0.4973
C 1.53728 -2.77023 0.86738 -0.08 -0.03 0.05 -1.1504
H 1.96188 -2.64014 1.86483 0.01 0.02 0.01 0.4504
H 2.35195 -2.62959 0.14898 0.04 0.04 0.00 0.3731
C -1.52589 -0.81062 -0.34885 -0.26 -0.05 -0.12 -0.1462
N -1.37186 0.31612 0.22196 0.45 -0.22 0.21 -0.2359
C -2.26687 1.40328 -0.00771 -0.18 0.47 -0.38 -1.0733
H -3.15757 1.10030 -0.58013 0.05 -0.02 0.10 0.4441
H -2.57353 1.79394 0.96640 -0.11 0.06 -0.09 0.3196
C -1.51846 2.51500 -0.77100 -0.34 -0.29 0.31 -0.7704
N -0.41460 3.00383 0.03041 0.06 -0.03 0.03 0.3425
C -0.63726 4.28858 0.66226 -0.09 0.32 -0.09 -0.9987
C -0.45088 5.46344 -0.30794 -0.16 -0.10 0.22 -0.5052
N 0.88794 5.38785 -0.86555 0.11 0.31 -0.17 -0.4546
H 1.06393 6.18276 -1.47248 -0.02 -0.14 0.12 0.2340
C 1.07752 4.14360 -1.59046 0.08 -0.29 0.08 -0.5679
C 0.88677 2.98386 -0.60433 0.16 0.12 -0.33 -0.9008
H 1.02656 2.02508 -1.10637 0.03 -0.01 0.03 0.3598
H 1.63556 3.07615 0.18694 0.09 -0.03 -0.07 0.3865
H 2.09050 4.12605 -1.99778 -0.04 -0.05 -0.04 0.4201
H 0.36257 4.03363 -2.42778 0.08 -0.02 0.06 0.3061
H -0.55482 6.40890 0.22838 -0.07 -0.03 -0.01 0.4230
H -1.23155 5.42173 -1.09101 0.05 0.02 0.09 0.2873
H -1.63947 4.30766 1.09404 0.01 0.01 0.06 0.4127
H 0.09432 4.38730 1.46857 -0.07 0.09 0.06 0.4010
H -1.15011 2.09179 -1.70995 -0.04 0.07 -0.01 0.4628
H -2.23919 3.30437 -1.01698 0.07 0.01 -0.09 0.3436
H -2.37362 -1.03525 -1.00397 -0.02 0.10 0.03 0.4281
H -0.22710 -5.19113 -0.83291 -0.02 0.02 -0.03 0.4081
H 0.96832 -4.05930 -1.46140 0.05 -0.01 -0.04 0.4029

47
Properties=species:S:1:pos:R:3:forces:R:3:mulliken_charge:R:1 method="wB97M-V/def2-TZVPD" homo_ev=-4.97 gap_ev=6.89 lumo_ha=0.07068 largest_force_ha_per_bohr=0.0488 total_charge=-1
C 7.24792 0.58026 -0.50183 -0.59 -0.59 -0.23 -0.2292
C 6.60452 1.62321 -0.58114 -0.11 -0.63 -0.11 -0.3606
B 5.50767 2.83376 -0.76554 0.11 -0.76 0.24 0.0779
C 4.00105 2.13864 -0.89792 0.24 -0.60 0.17 -0.7836
C 2.85142 3.20655 -1.10849 0.60 -1.75 -0.28 0.1767
O 2.41985 3.10690 -2.49154 -0.55 0.39 0.54 -0.5922
C 1.58638 2.94245 -0.18083 1.07 0.68 -0.91 0.5907
F 0.46052 3.49229 -0.80134 1.02 -0.99 1.53 -0.2653
F 1.36134 1.56552 -0.01697 -0.22 2.49 0.17 -0.1367
F 1.75991 3.56639 1.04898 -0.81 -1.43 -1.57 -0.2845
H 7.54504 -0.49303 -0.52785 -0.12 1.74 0.15 0.3047
H 5.46037 3.54000 0.20411 0.19 0.36 0.51 -0.1887
H 5.76638 3.51353 -1.72817 0.06 0.11 -0.35 -0.1876
H 4.06287 1.44100 -1.79340 -0.60 0.79 0.92 0.1081
H 3.85423 1.47766 0.00900 -0.11 0.77 -0.85 0.1674
H 3.28358 4.23708 -0.94169 -0.90 -1.02 -0.17 0.3122
H 1.88320 2.29859 -2.60051 0.63 0.41 0.27 0.3147
C -0.61108 -1.04973 2.63464 -0.52 0.67 0.15 0.1393
C 0.80755 -0.96690 2.16104 0.34 0.54 -0.39 -0.1489
O 1.41314 -2.10533 2.77627 -0.54 -0.43 0.20 -0.3520
C 0.42399 -2.99977 3.03445 0.34 -0.36 0.11 0.5970
O 0.60623 -4.12350 3.39325 -0.16 0.33 -0.12 -0.5583
O -0.80483 -2.44954 2.83013 0.40 -0.30 0.02 -0.2940
H -1.31269 -0.66206 1.90531 0.03 -0.17 0.10 0.0255
H -0.76310 -0.53546 3.58819 0.08 -0.10 0.03 0.2602
H 0.89330 -1.06335 1.07606 -0.02 0.01 0.06 0.1965
H 1.30007 -0.04706 2.47361 0.13 -0.19 0.01 0.2769
C -3.58079 1.25804 -2.48376 -0.54 0.25 -0.36 -0.3673
C -2.13345 1.56101 -2.74371 0.30 0.44 -0.57 -0.3940
O -1.50471 1.17009 -1.52755 -0.39 -0.36 0.21 -0.2059
C -2.31091 0.26352 -0.93300 0.17 0.06 0.03 0.3902
O -1.99568 -0.38081 0.02127 -0.20 0.04 -0.32 -0.4940
O -3.51502 0.18065 -1.55471 0.47 -0.06 0.30 -0.3081
H -4.11536 0.96228 -3.38599 -0.02 -0.17 0.17 0.2973
H -4.10750 2.09471 -2.01754 0.05 -0.04 0.02 0.2650
H -1.72083 0.96493 -3.56189 -0.02 -0.01 0.06 0.2760
H -1.95695 2.61597 -2.95121 0.16 -0.08 0.19 0.3117
C -3.82925 -2.75291 1.36493 0.43 0.61 0.48 0.6003
C -3.22247 -4.06585 0.96798 0.67 -0.21 0.17 -0.2727
O -4.36106 -4.84067 0.59536 -0.43 0.34 -0.12 -0.3694
C -5.34698 -3.96949 0.24901 -0.37 -0.09 -0.19 0.6138
O -6.37443 -4.28681 -0.26882 0.32 0.09 0.16 -0.5450
O -5.01056 -2.69176 0.56850 -0.13 -0.56 -0.18 -0.3432
H -3.17286 -1.91022 1.15266 -0.27 -0.05 -0.12 -0.3663
H -4.11369 -2.72565 2.42057 -0.03 -0.09 -0.04 0.1994
H -2.55724 -3.97606 0.10505 -0.06 0.03 0.02 0.2613
H -2.67910 -4.53904 1.78500 -0.13 -0.10 -0.09 0.2847

8
Properties=species:S:1:pos:R:3:forces:R:3:mulliken_charge:R:1 method="wB97M-V/def2-TZVPD" homo_ev=-9.70 gap_ev=10.55 de_lowest_kj_mol=415.2 lumo_ha=0.03148 largest_force_ha_per_bohr=0.0614 total_charge=0
C -2.97351 -1.64072 0.89740 -0.17 0.05 -0.35 0.1278
C 0.51297 0.90177 -1.46648 -1.06 2.85 -0.45 -0.2054
C 0.34162 0.40690 -0.04395 -1.22 -0.45 -0.11 -0.0763
N -3.43287 -1.04728 0.00102 1.12 -1.44 2.22 -0.3644
O 1.41481 1.00732 -0.28212 1.00 0.44 -0.87 -0.1170
H 0.82513 0.25432 -2.27647 0.27 -0.09 0.34 0.2169
H 0.08635 1.97334 -1.81888 1.00 -2.78 1.13 0.1756
H -2.53240 -2.25396 1.76276 -0.94 1.42 -1.90 0.2427